Molecular formula: C47H114IN5O3P
Method: DFT, wB97M-V/def2-TZVPD

The geometry in XYZ format:
```
171
C47H114IN5O3P, DFT wB97M-V/def2-TZVPD
H -11.113 -8.149 12.446
H -8.506 -6.254 20.830
H -13.586 -6.592 27.008
H -18.035 -4.438 18.684
C -10.481 -4.075 18.784
H -17.320 -10.806 16.834
C -14.125 -15.789 20.067
H -11.813 -6.189 26.984
H -12.255 -8.248 25.154
H -14.993 -4.215 19.139
C -8.421 -7.278 17.976
H -13.813 -10.773 16.068
C -7.842 -7.034 21.203
H -11.301 -13.399 16.309
C -17.040 -4.857 18.535
H -12.836 -14.106 20.585
H -10.422 -9.101 23.216
C -11.502 -6.538 22.234
H -10.639 -1.613 17.951
H -18.640 -11.959 14.925
H -11.469 -10.547 17.358
C -17.682 -12.311 15.307
C -10.577 -4.674 16.309
C -12.809 -15.009 19.975
H -9.687 -12.527 14.753
H -11.902 -5.298 24.717
C -12.068 -7.635 12.339
C -12.508 -14.753 18.506
H -6.436 -8.614 20.625
H -10.883 -3.348 19.491
C -15.939 -4.531 19.579
H -15.995 -12.574 17.455
H -14.604 -10.202 17.445
H -14.267 -7.294 23.103
H -18.422 -8.751 19.263
C -14.874 -11.910 20.227
H -15.643 -5.641 21.457
H -21.058 -8.281 19.487
H -20.776 -9.591 18.338
H -5.980 -9.537 18.805
C -12.800 -5.973 26.575
H -17.190 -12.838 14.489
H -9.064 -12.018 16.240
H -14.240 -9.381 24.284
C -11.448 -9.070 22.848
C -12.618 -6.080 24.973
C -18.791 -6.793 18.401
H -9.596 -4.949 16.695
N -14.047 -6.647 13.872
H -7.278 -10.268 17.860
C -16.881 -6.697 20.045
H -13.501 -5.870 24.370
H -10.636 -6.161 22.779
C -13.498 -11.435 19.802
H -11.246 -9.143 21.779
H -12.951 -3.176 16.593
O -8.601 -7.936 21.943
H -16.390 -8.131 18.050
H -13.509 -8.015 21.713
H -10.806 -7.198 24.868
C -13.448 -13.779 17.824
C -10.405 -2.186 17.054
C -9.937 -10.310 14.972
N -17.308 -6.339 18.631
H -12.854 -4.924 26.866
H -7.133 -6.589 21.900
H -17.633 -6.248 20.694
H -12.699 -2.758 18.231
N -10.981 -3.599 17.357
H -17.398 -10.626 21.683
H -17.995 -13.107 15.982
C -15.620 -12.010 16.601
H -11.503 -14.352 18.372
H -14.813 -6.305 20.064
H -15.703 -5.838 12.776
C -14.774 -7.960 14.044
C -16.795 -11.299 16.016
H -14.163 -8.515 14.755
C -13.839 -9.495 23.276
H -10.783 -5.065 19.125
H -12.361 -5.868 22.203
C -6.811 -9.322 18.133
C -14.391 -11.133 16.919
H -12.047 -10.327 24.354
H -12.510 -15.689 17.947
H -12.204 -7.414 14.543
C -8.945 -9.295 19.415
O -11.586 -3.486 14.337
H -12.016 -12.102 15.578
H -14.832 -12.022 21.310
C -19.069 -8.336 18.489
C -10.439 -4.141 14.847
H -9.068 -10.045 14.369
H -16.174 -3.678 20.215
H -15.797 -7.635 14.235
H -12.394 -11.022 22.834
H -19.048 -6.276 17.476
H -21.222 -8.116 17.757
C -12.538 -6.881 13.653
C -14.631 -5.978 12.634
C -13.517 -8.026 22.803
H -10.035 -9.526 15.722
H -12.707 -8.500 12.164
H -15.194 -12.910 19.934
H -13.621 -4.856 14.943
H -14.488 -13.981 18.080
H -18.145 -10.821 20.129
C -6.985 -7.789 20.169
H -13.984 -5.106 12.537
H -7.675 -6.503 17.803
C -14.260 -5.731 15.067
H -18.775 -8.828 17.563
H -11.408 -2.585 14.055
C -11.172 -12.320 16.233
H -15.417 -6.663 17.848
H -13.911 -6.285 15.938
H -11.200 -5.543 16.522
H -9.399 -3.947 18.809
H -10.816 -10.141 14.350
H -17.406 -12.193 21.003
H -12.026 -15.692 20.302
H -16.668 -7.750 20.225
C -17.294 -11.144 20.729
C -11.482 -11.614 17.583
O -12.100 -6.648 11.317
H -9.422 -9.866 18.619
C -12.423 -10.070 23.364
C -11.867 -7.352 24.670
H -12.936 -4.532 17.618
H -13.337 -10.396 20.090
H -14.307 -15.973 21.126
H -9.324 -2.278 16.948
C -12.486 -3.545 17.507
C -9.880 -11.808 15.549
H -19.341 -6.378 19.245
H -16.803 -7.025 16.693
H -14.498 -10.043 22.603
H -8.367 -9.887 20.124
H -12.453 -7.107 10.552
H -14.197 -16.751 19.559
C -16.406 -7.097 17.705
H -14.469 -6.615 11.765
H -13.440 -13.926 16.743
H -16.622 -4.753 17.533
C -15.718 -5.787 20.380
H -6.565 -8.690 17.280
H -15.339 -5.595 15.148
C -15.996 -10.852 19.952
N -7.811 -8.396 18.897
H -15.726 -9.947 20.496
H -14.940 -15.120 19.789
I -12.539 -7.645 18.451
H -9.637 -3.413 14.722
H -10.833 -11.737 18.450
H -10.202 -4.992 14.207
H -15.348 -12.835 15.943
H -9.768 -8.735 19.861
H -8.722 -7.747 17.039
H -14.701 -8.538 13.122
H -8.501 -7.819 22.890
H -16.097 -10.504 18.924
H -9.269 -6.836 18.500
H -6.277 -7.078 19.745
C -20.588 -8.536 18.538
N -12.078 -7.670 23.180
H -10.879 -1.719 16.191
P -13.196 -11.954 18.082
H -12.101 -5.882 13.653
H -11.193 -6.882 21.247
H -12.725 -11.852 20.448
H -16.528 -10.490 15.337
```

Properties
Electronic energy: -81520.5394 eV
M: 955.3 g/mol
Net charge: +5
Strongest force on any atom: 2.7 eV/A
E_HOMO: -19.34 eV
Kohn-Sham gap: 9.66 eV

Molecular formula: C46H58ClCsI2N4O9PSb
Method: DFT, wB97M-V/def2-TZVPD

The geometry in XYZ format:
```
123
C46H58ClCsI2N4O9PSb, DFT wB97M-V/def2-TZVPD
H -1.303 3.219 -3.858
C 1.141 -3.839 -2.316
H 4.476 -2.165 -2.650
H -1.658 2.892 -2.166
C -1.890 -3.491 -0.307
C -5.445 -0.400 -4.679
C -2.005 2.703 3.570
C -3.931 -1.311 4.024
H -0.111 -1.228 -4.767
I 2.773 -0.175 3.161
O 2.682 6.269 -3.405
H 4.280 -0.966 -0.235
C -1.631 0.107 -5.596
O 2.040 -4.622 -2.536
P -0.777 1.332 3.605
H -5.258 1.917 -2.658
H -4.799 -0.583 1.227
H -1.132 2.227 -5.852
C -0.436 1.020 6.428
H -1.459 -2.078 -5.506
H -0.261 -1.282 -6.532
H -6.266 -1.129 -4.735
C -4.324 2.413 -2.393
C -1.870 -2.511 4.288
O -2.438 -1.186 -0.228
H -4.557 3.467 -2.191
H 2.717 -0.304 -2.671
H 1.848 2.325 8.559
C 0.227 1.282 7.619
C -4.942 -1.115 -2.355
Sb -2.513 0.262 -3.558
H -5.098 -0.215 -5.694
N 4.078 -0.225 -0.892
C 2.001 2.797 -0.217
H -3.811 -3.428 4.332
H -3.118 -2.742 -3.634
H -5.827 -1.764 -2.411
C -3.895 2.878 -4.803
H 0.217 -6.303 -1.774
N 1.460 1.986 -1.134
C -3.930 -2.336 -4.244
C -0.825 -1.195 -5.593
H -1.285 0.346 6.418
C -1.839 -0.122 3.915
C -3.258 -2.502 4.238
C -3.228 -0.124 3.864
H -4.269 3.896 -4.626
H -3.611 4.670 1.307
H 1.920 -2.304 -3.223
O 2.224 3.015 2.151
C 1.336 2.469 -2.368
C -3.861 4.805 3.441
H -4.732 2.277 -5.157
H -2.009 0.063 -7.716
C 1.323 2.131 7.632
C -2.408 3.248 2.353
C -3.327 4.284 2.276
C -2.755 -2.324 0.206
C 2.327 4.570 -1.802
C -4.359 -0.950 -3.760
C -2.588 0.102 -6.783
H 5.134 -1.175 -3.948
H -4.229 -1.573 -1.671
H -3.245 -0.768 -6.776
H 3.137 -0.129 -4.233
H -4.576 5.616 3.385
H -3.210 -4.960 0.485
H -4.780 -3.026 -4.160
H -0.061 1.104 -6.688
C 4.485 -1.155 -3.070
Cl -1.759 2.652 0.854
H -3.610 -2.337 -5.287
C 1.763 2.713 6.450
O 2.402 0.973 1.232
H 6.040 -0.412 -1.756
N -0.787 -3.202 -0.990
Cs -0.024 -0.219 0.380
H -3.160 2.944 -5.607
H 1.669 4.085 -3.769
O 3.304 6.657 -1.266
C -0.075 -4.205 -1.503
C 1.762 3.729 -2.752
C -0.641 1.257 -5.769
C -0.411 -5.539 -1.339
C 4.997 -0.183 -2.013
C -2.098 3.213 -3.112
H -2.252 2.860 5.688
H 3.966 0.636 -0.378
C -3.474 4.291 4.671
H 1.480 2.861 4.323
C 2.424 4.090 -0.501
I 3.147 -1.757 5.468
H -3.883 4.698 5.587
H -5.869 0.526 -4.290
H -3.209 0.998 -6.820
C -2.558 3.254 4.727
H 2.633 3.357 6.450
C -0.005 1.606 5.241
H -1.853 -6.869 -0.466
H 4.981 0.827 -2.432
H -0.107 0.811 8.536
C 2.211 2.256 1.194
H 0.070 1.311 -4.942
N 3.117 -0.799 -3.473
H -3.968 1.975 -1.456
H -1.334 -3.439 4.441
C -3.287 2.336 -3.514
H -5.012 -1.305 3.950
H -2.432 4.250 -2.982
H -3.767 0.793 3.662
O -4.567 0.293 0.887
C -2.309 -4.803 -0.090
H 2.840 4.720 0.272
C -1.555 -5.837 -0.613
H 0.864 1.799 -3.082
C 1.110 2.445 5.256
O -3.692 -2.625 0.962
C 2.837 5.981 -2.200
O 1.074 -2.610 -2.783
H -5.250 -0.175 -1.901
H -3.733 0.052 0.439
C -1.165 -1.332 4.115
H -0.079 -1.343 4.147
```

Properties
Electronic energy: -118137.0139 eV
M: 1385.9 g/mol
Net charge: -2
Strongest force on any atom: 0.7 eV/A
Energy above the lowest of the compared OMol25 structures with the same formula, charge and spin: 0.000 eV
E_HOMO: -3.61 eV
Kohn-Sham gap: 6.97 eV

Molecular formula: C3H10N2S2
Method: DFT, wB97M-V/def2-TZVPD

The geometry in XYZ format:
```
17
C3H10N2S2, DFT wB97M-V/def2-TZVPD
C 1.284 0.389 0.440
C -0.932 -0.790 0.849
H -1.651 0.045 0.902
H 1.896 -0.135 1.178
H 0.486 -1.314 -0.619
C 0.133 -0.375 -0.182
N -1.620 -2.020 0.436
S 1.978 2.710 -1.426
H 2.504 3.206 -0.274
S 2.595 0.766 -0.745
H -1.176 -0.258 -1.675
N -0.436 0.347 -1.332
H -2.365 -2.292 1.063
H 0.874 1.234 1.000
H -2.139 -1.803 -0.412
H -0.561 -0.935 1.863
H -0.870 1.224 -1.066
```

Properties
Electronic energy: -27923.4784 eV
M: 138.3 g/mol
Strongest force on any atom: 1.7 eV/A
Energy above the lowest of the compared OMol25 structures with the same formula, charge and spin: 0.467 eV
E_HOMO: -8.83 eV
Kohn-Sham gap: 9.30 eV

Molecular formula: C29H23Cl5F3N2O7S2Sc
Method: DFT, wB97M-V/def2-TZVPD

The geometry in XYZ format:
```
72
C29H23Cl5F3N2O7S2Sc, DFT wB97M-V/def2-TZVPD
O 0.633 -0.440 1.508
C -0.575 -4.780 3.309
H -2.935 3.025 4.939
H 4.211 3.059 -4.285
H 0.280 -2.935 3.977
H 0.527 1.794 2.675
H -0.771 -5.870 0.059
C -2.553 2.314 1.666
C 3.157 1.528 0.441
O 2.602 -1.855 1.618
O -0.670 1.702 0.545
H -3.027 2.198 0.701
F -1.132 3.668 -1.380
C 0.052 -3.973 0.679
C 2.582 2.721 0.007
O -2.086 1.098 -3.936
H -0.846 -5.105 4.305
C -3.832 -3.754 0.863
C 3.163 3.368 -4.293
O -0.356 0.909 -2.201
F -2.845 3.710 -2.696
H -0.499 2.467 4.883
C -3.486 -2.915 1.921
C -3.396 -3.460 -0.424
H 3.078 4.275 -3.692
H 3.816 -0.404 -0.196
C 3.468 1.294 1.895
C 2.274 2.245 -3.752
C -2.675 -1.812 1.668
Sc -0.440 -0.206 -0.291
H 2.077 1.276 -5.665
C 2.592 1.966 -2.295
H -4.241 2.893 2.811
C 0.326 -3.149 1.829
Cl -2.244 -0.794 3.031
C 0.044 -3.567 3.129
C 3.418 0.553 -0.512
H 3.343 -0.028 -2.561
H 3.385 0.622 -4.680
N 0.822 -1.991 -0.314
C -1.615 3.204 -2.533
H 1.701 0.221 -4.301
C -2.604 -2.333 -0.612
H -1.351 -6.569 2.350
C 2.310 2.937 -1.333
C -0.865 -5.615 2.182
C -0.505 2.081 2.797
F -0.844 3.667 -3.522
H 3.959 2.165 2.335
C 0.398 -3.361 -0.564
C -2.453 2.749 4.012
C 2.365 1.015 -4.645
H 1.843 3.868 -1.638
H 1.239 2.589 -3.785
C -3.182 2.682 2.834
C -2.197 -1.491 0.409
C -0.549 -5.236 0.909
O -2.668 1.044 -1.526
Cl -4.077 -3.253 3.509
S 1.211 -1.822 1.234
H 2.335 3.490 0.733
H 4.107 0.423 2.021
H 2.559 1.084 2.463
S -1.725 1.362 -2.581
Cl -4.807 -5.148 1.147
Cl -3.815 -4.484 -1.745
N -1.239 2.033 1.677
H 2.887 3.615 -5.321
C 3.138 0.768 -1.857
O 0.349 -3.827 -1.702
Cl -2.044 -1.949 -2.221
C -1.102 2.443 3.987
```

Properties
Spin multiplicity: 2
Electronic energy: -160899.0861 eV
M: 854.9 g/mol
Net charge: -1
Strongest force on any atom: 0.5 eV/A
Energy above the lowest of the compared OMol25 structures with the same formula, charge and spin: 0.756 eV
E_HOMO (alpha / beta): -2.15 / -5.71 eV
⟨S²⟩: 0.76
Kohn-Sham gap (alpha / beta): 3.67 / 7.23 eV

Molecular formula: C29H26FN5O7Ru
Method: DFT, wB97M-V/def2-TZVPD

The geometry in XYZ format:
```
69
C29H26FN5O7Ru, DFT wB97M-V/def2-TZVPD
C 2.052 5.917 -1.589
O 0.537 1.292 -2.801
C -0.537 -1.864 0.533
H -5.589 -1.983 -4.276
H -4.386 -3.185 -4.747
H -2.373 -3.818 -3.512
O 3.747 0.584 1.120
C 1.254 5.511 -2.650
C 1.441 3.268 -1.881
N 2.798 2.488 2.856
C -3.674 -1.694 -3.283
C 1.773 -0.686 1.582
H 0.368 3.788 -3.637
H -2.158 -4.287 -1.846
N 0.305 -2.588 1.374
F -2.884 0.457 -1.931
H -1.102 1.342 -0.383
H 1.358 4.668 4.935
C 0.954 4.163 -2.810
C 2.138 4.057 4.505
C -0.267 -5.139 1.246
H -1.602 -4.950 3.022
H -6.113 -3.992 -3.131
H -4.125 -0.767 -2.958
C 2.505 4.951 -0.712
C 0.738 0.186 1.147
C -1.202 0.266 -0.353
O 3.743 -0.823 2.858
C -1.340 -4.486 2.081
O 3.821 6.343 0.644
H 0.193 -6.043 1.618
N -5.245 -3.529 -2.864
H -2.173 -3.995 1.603
C 3.413 5.221 0.457
H -1.552 -3.537 -0.299
C 3.188 -0.270 1.934
C -0.363 -0.480 0.469
C 4.394 3.265 4.431
O 1.829 1.167 -0.970
H 0.628 -3.982 2.884
H 5.410 3.249 4.796
H 3.682 4.703 5.853
Ru 2.692 2.278 0.744
H -5.421 -2.974 -2.023
C 1.860 3.256 3.421
H 2.197 -2.642 2.230
O 0.722 1.431 1.306
H 2.337 6.945 -1.418
C -4.175 -4.530 -2.531
C 1.469 -2.000 1.749
C 4.044 2.495 3.339
H 4.760 1.861 2.834
H -0.316 -5.093 0.166
H -4.187 -5.318 -3.282
H -4.410 -4.958 -1.559
C -4.757 -2.585 -3.920
C -1.471 -2.467 -0.319
H 0.871 3.193 2.988
C 3.430 4.067 5.015
O 3.654 4.161 1.165
C 1.236 1.780 -1.926
C -2.232 -1.742 -1.226
N 2.179 3.675 -0.854
C -2.837 -3.783 -2.519
N -3.099 -2.403 -2.135
C -2.109 -0.342 -1.163
C 0.019 -3.873 1.999
H -2.919 -1.457 -4.040
H 0.882 6.240 -3.359
```

Properties
Spin multiplicity: 2
Electronic energy: -57570.1983 eV
M: 676.6 g/mol
Net charge: +1
Strongest force on any atom: 1.1 eV/A
Energy above the lowest of the compared OMol25 structures with the same formula, charge and spin: 3.199 eV
E_HOMO (alpha / beta): -10.19 / -10.46 eV
⟨S²⟩: 0.76
Kohn-Sham gap (alpha / beta): 6.93 / 7.19 eV

Molecular formula: C2H12O3S2
Method: DFT, wB97M-V/def2-TZVPD

The geometry in XYZ format:
```
19
C2H12O3S2, DFT wB97M-V/def2-TZVPD
H -6.936 0.037 -2.179
C 3.347 -1.196 1.256
H -1.936 2.114 0.820
H 3.160 -0.251 1.757
H 4.243 -1.093 0.693
H 1.848 2.202 0.232
S 1.847 -1.174 0.147
H 2.008 2.607 -1.399
H 0.456 1.935 -0.764
O -6.084 0.452 -2.035
C 1.540 1.860 -0.761
H 3.317 -2.062 1.903
H -2.148 -1.978 2.662
O -1.757 -1.586 1.875
H -6.054 1.305 -2.463
S 2.028 0.221 -1.251
H -0.816 -1.574 2.083
H -3.005 1.061 1.005
O -2.800 1.979 1.217
```

Properties
Electronic energy: -30081.0791 eV
M: 148.2 g/mol
Strongest force on any atom: 2.3 eV/A
Energy above the lowest of the compared OMol25 structures with the same formula, charge and spin: 1.150 eV
E_HOMO: -8.92 eV
Kohn-Sham gap: 9.50 eV